Density functional theory data (ωB97M-V with the def2-TZVPD basis set) for a structure of composition C30H59ClP2Si2W in a non-equilibrium geometry.

- 2S+1 = 3
- frontier orbital gap (alpha / beta) (eV) = 5.98 / 6.26

Cartesian coordinates (Å):
1 W -0.05576 -0.12570 -0.61298
2 C 1.89930 -0.10985 -1.64285
3 C 1.19329 -1.32004 -1.95883
4 C 0.05020 -0.91174 -2.75333
5 Si 1.97224 -3.01565 -1.78220
6 C 0.06591 0.48824 -2.88420
7 C 1.20998 1.01582 -2.19062
8 Si 1.98070 2.73549 -2.28720
9 H 2.89582 -0.07776 -1.21507
10 H -0.63453 -1.59930 -3.25422
11 H -0.63065 1.08473 -3.47637
12 Cl -2.29363 0.00771 1.52386
13 C 3.84868 2.69994 -2.21281
14 C 1.45358 3.63493 -3.84344
15 C 3.83586 -2.94403 -1.67511
16 C 1.46893 -4.13638 -3.19415
17 H 2.11380 3.30368 -4.65727
18 H 1.57725 4.72066 -3.72927
19 H 0.42003 3.42930 -4.14128
20 H 4.21177 2.14781 -1.33781
21 H 4.24764 3.72252 -2.16711
22 H 4.24624 2.22014 -3.11749
23 H 2.13152 -3.91971 -4.04341
24 H 0.43602 -3.98949 -3.52662
25 H 1.60385 -5.19236 -2.92269
26 H 4.25136 -2.63109 -2.64226
27 H 4.24285 -3.93589 -1.43647
28 H 4.17261 -2.23785 -0.90684
29 C 1.23225 3.49106 -0.73265
30 C 1.21110 -3.54244 -0.14015
31 P -0.42122 2.77693 -0.38493
32 H 1.20774 4.58389 -0.83989
33 H 1.90058 3.24858 0.10976
34 P -0.45204 -2.81041 0.06861
35 H 1.86355 -3.17248 0.66817
36 H 1.19140 -4.63877 -0.08875
37 C -1.10725 -3.63633 1.62293
38 C -1.48411 -3.73872 -1.23376
39 C -1.46252 3.54001 -1.79515
40 C -1.04477 3.82227 1.04611
41 C -1.25776 2.91020 2.24758
42 H -2.01395 4.23120 0.71332
43 C -0.14873 4.99331 1.44893
44 H 0.86593 4.66076 1.69886
45 H -0.57258 5.47446 2.34030
46 H -0.07681 5.76802 0.67900
47 H -2.14220 2.27234 2.11152
48 H -1.38162 3.49058 3.17633
49 H -0.42469 2.20394 2.36766
50 H -1.00699 3.11153 -2.70112
51 C -1.37961 5.06820 -1.87909
52 C -2.93627 3.11360 -1.73119
53 H -0.36855 5.45926 -2.04060
54 H -1.80491 5.54095 -0.98428
55 H -1.99254 5.38939 -2.73345
56 H -3.09385 2.09834 -2.10650
57 H -3.53023 3.77338 -2.37781
58 H -3.34234 3.20037 -0.71409
59 H -1.02802 -3.43906 -2.18995
60 C -2.94788 -3.27719 -1.21057
61 C -1.41412 -5.26488 -1.11615
62 H -0.40284 -5.68107 -1.20739
63 H -2.01549 -5.68748 -1.93417
64 H -1.86068 -5.61476 -0.17606
65 H -3.08917 -2.30765 -1.70066
66 H -3.34628 -3.21771 -0.18802
67 H -3.55448 -4.00910 -1.76040
68 C -1.35492 -2.58980 2.69247
69 C -0.20365 -4.72221 2.20689
70 H -2.05949 -4.10365 1.31887
71 H 0.78848 -4.31682 2.43807
72 H -0.09327 -5.58698 1.54753
73 H -0.64517 -5.09153 3.14092
74 H -0.54229 -1.85454 2.71866
75 H -1.47329 -3.03064 3.69818
76 H -2.25798 -2.00591 2.45416
77 C -2.09709 0.14625 -0.99860
78 H -2.69589 -0.22775 -1.83689
79 H -2.05052 -0.84537 -0.31039
80 H -2.57073 1.10215 -0.69249
81 C 1.37028 1.48913 4.40328
82 C 0.58466 0.24181 4.00012
83 C 1.29078 -0.97710 4.59991
84 C -0.83546 0.33382 4.59498
85 C 0.56020 0.14298 2.52684
86 C 0.41967 0.02742 1.30500
87 H 1.42971 1.58043 5.49932
88 H 0.91744 2.39395 3.98953
89 H 2.38446 1.40538 3.99878
90 H 1.34733 -0.89790 5.69897
91 H 0.77247 -1.90828 4.34841
92 H 2.30568 -1.02097 4.18771
93 H -1.35518 1.21141 4.19378
94 H -1.41706 -0.55850 4.33666
95 H -0.80201 0.41453 5.69511

Forces on the atoms, in the same order (eV/Å):
W -2.5409 0.5744 -0.0890
C 0.3527 -0.0166 -1.0308
C 1.0695 -0.1162 -1.4944
C 0.7504 -0.7307 -0.4826
Si -0.7019 0.0187 0.6413
C 0.3690 0.4010 -0.2941
C 0.7309 -0.1997 -1.1138
Si -0.7608 0.0633 0.6855
H -0.3182 0.0715 0.3223
H 0.0539 0.3750 0.4271
H 0.1142 -0.3018 0.4243
Cl -1.6221 0.4337 2.0123
C 0.0187 -0.2063 -0.0805
C 0.1580 -0.1126 -0.1856
C 0.0505 0.1292 -0.1229
C 0.1795 0.0025 -0.1797
H -0.1823 0.1362 0.0525
H -0.0334 -0.2318 -0.0312
H 0.2067 0.0902 0.0380
H -0.0296 0.1199 -0.1380
H -0.1042 -0.2105 0.0048
H 0.0042 0.0937 0.1981
H -0.1712 -0.1192 0.0683
H 0.2034 -0.0680 0.0647
H -0.0371 0.2097 -0.0830
H -0.0001 -0.0465 0.2030
H -0.0863 0.2026 -0.0300
H -0.0311 -0.1490 -0.1082
C 0.4050 0.4315 -0.2631
C 0.4057 -0.4372 -0.2305
P -0.4405 0.6903 -0.1137
H -0.0113 -0.1798 0.2579
H -0.2276 -0.0060 -0.1348
P -0.5421 -0.5947 -0.1070
H -0.2453 -0.0266 -0.1525
H -0.0302 0.1986 0.2438
C -0.0210 -0.1395 0.2517
C 0.5854 0.3349 0.1980
C 0.5428 -0.3807 0.1791
C -0.0390 -0.0108 0.1974
C -0.4374 -0.2028 0.3032
H 0.2435 -0.1666 0.1526
C 0.0593 0.2552 -0.0984
H -0.1911 0.0612 0.0082
H 0.0725 -0.1342 -0.1293
H 0.0742 -0.1256 0.0071
H 0.3457 0.2867 0.1001
H 0.0743 -0.0538 -0.2502
H -0.2631 0.4301 -0.0290
H -0.2534 0.1755 0.1583
C -0.0845 0.0482 -0.1387
C -0.1250 0.1422 -0.2949
H -0.1504 -0.1466 0.1054
H 0.1255 -0.0858 -0.1845
H 0.1537 0.0298 0.1636
H 0.0304 0.3124 0.1641
H 0.1007 -0.0170 0.1533
H 0.0266 -0.1164 -0.2167
H -0.2409 -0.1406 0.2083
C -0.0614 -0.0151 -0.1136
C -0.1103 -0.0814 -0.1555
H -0.1842 0.1820 0.0811
H 0.1519 -0.0238 0.1800
H 0.1433 0.0591 -0.1980
H 0.0710 -0.1835 0.2605
H 0.0631 0.0606 -0.2455
H 0.0514 0.1366 0.1157
C -0.6794 0.3161 0.3772
C 0.0744 -0.2422 -0.1665
H 0.2511 0.2034 0.1645
H -0.1530 -0.1487 0.0196
H 0.1377 0.0673 -0.0117
H 0.0569 0.1346 -0.1433
H -0.2827 -0.3630 0.0327
H 0.1029 -0.0755 -0.3619
H 0.5143 -0.3933 0.3243
C -0.7513 -1.4516 -1.3807
H 0.5665 0.2452 -0.7601
H -1.0032 2.3327 -1.2016
H 0.3936 -1.7057 0.6000
C 0.3949 0.2227 -0.0059
C -0.3129 0.0985 0.4917
C 0.3195 -0.2542 -0.0364
C -0.2804 -0.0165 -0.0958
C 0.4404 -0.2989 -1.1556
C 2.2741 0.2494 3.5435
H -0.0637 -0.0409 -0.3157
H 0.0360 -0.0793 0.1455
H -0.0200 0.1324 0.1305
H -0.0276 0.0561 -0.3880
H 0.1011 0.1694 0.0708
H -0.0631 -0.1515 0.1873
H 0.0035 -0.3121 0.1357
H 0.0474 0.3229 0.0280
H 0.2136 0.0039 -0.3402